(1)
Below is the molecule C5H11N7P2 in a non-equilibrium geometry, with properties calculated with ωB97M-V with the def2-TZVPD basis set.

For the HOMO-LUMO gap, the calculation gives 8.9 eV. As for the relative energy (zero: lowest compared OMol25 entry of this formula, charge and spin): 0.134 eV. For the HOMO energy, the calculation gives -8.89 eV. Its spin multiplicity is 1. As for the net charge: 0.

```
25
Properties=species:S:1:pos:R:3:forces:R:3
C 1.558 -2.130 -1.789 2.2 -1.2 -1.2
C -2.031 0.933 -0.735 0.3 1.7 0.6
C 0.180 2.461 2.376 -2.6 -2.2 3.0
C 0.328 3.805 -0.983 0.2 -1.0 0.2
C 2.169 -0.833 0.238 -0.9 2.0 -2.1
N -0.565 -1.679 1.124 0.1 -0.1 1.9
N 1.241 -1.477 -0.780 -1.1 -0.2 1.7
N -0.688 0.317 -0.632 -0.8 -1.0 -0.6
N -0.026 1.444 1.674 0.3 0.3 0.0
N 0.518 2.676 -0.686 -0.4 1.3 0.1
N 1.905 0.588 0.084 -0.6 0.5 0.1
N -1.449 -2.483 -1.357 0.2 2.6 -0.9
P -0.718 -1.478 -0.356 0.5 0.6 -2.2
P 0.475 1.209 0.144 1.6 -2.5 -1.4
H 2.627 -2.437 -2.046 -1.3 0.7 0.5
H 0.779 -2.504 -2.443 -0.2 0.0 0.0
H -1.876 1.913 -1.365 -0.6 -1.5 1.6
H -2.388 1.105 0.385 0.0 -0.1 -2.6
H -0.131 2.304 3.449 0.8 0.5 -0.8
H 0.288 3.443 2.093 1.0 2.3 -1.2
H -1.764 -2.078 -2.295 0.7 -0.7 1.7
H -2.710 0.315 -1.356 0.3 0.1 0.8
H 1.958 -1.112 1.257 0.0 -1.0 0.0
H 3.165 -0.962 -0.170 0.3 -0.6 0.6
H -1.045 -2.387 1.636 -0.2 -0.4 0.1
```
Forces are in eV/Å.

natural (NBO) population analysis, charges in e, atoms 1 to 8: 0.043 -0.444 0.058 0.387 -0.045 -1.376 -0.480 -1.118

(2)
Below is the molecule C8H15N3O4 in a non-equilibrium geometry, with properties calculated with ωB97M-V with the def2-TZVPD basis set.

For the HOMO-LUMO gap, the calculation gives 10.1 eV. As for the relative energy (zero: lowest compared OMol25 entry of this formula, charge and spin): 1.534 eV. For the HOMO energy, the calculation gives -9.46 eV. Its spin multiplicity is 1. As for the SMILES: C[C@H](NC(=O)[C@@H](N)CCC(N)=O)C(=O)O. As for the net charge: 0.

```
30
Properties=species:S:1:pos:R:3:forces:R:3
C -1.030 -0.248 -2.667 -0.8 0.2 0.0
C -1.539 0.175 -1.269 1.1 1.4 -0.6
N -1.081 -0.635 -0.161 0.1 1.0 0.9
C -0.700 0.049 0.967 2.4 -0.4 2.3
O -0.922 1.242 1.188 -0.5 -0.7 -1.1
C 0.342 -0.623 2.091 -1.5 -1.1 -1.4
N -0.189 -1.920 2.676 1.3 1.7 -0.7
C 1.769 -0.774 1.546 -1.2 -1.4 0.0
C 2.332 0.479 0.952 0.8 -2.1 -0.9
C 2.039 0.417 -0.568 1.1 1.9 0.4
N 2.192 1.704 -1.082 -0.4 -1.4 -0.2
O 1.799 -0.581 -1.224 0.2 1.0 0.3
C -3.048 0.331 -1.179 -0.2 1.8 1.3
O -3.837 -0.412 -1.648 -0.7 0.0 -0.2
O -3.368 1.489 -0.363 -0.5 -3.0 -2.2
H -1.268 -1.291 -2.811 -0.7 -0.3 -0.4
H -1.548 0.411 -3.413 0.5 -0.8 0.5
H 0.044 -0.267 -2.857 0.0 0.7 0.7
H -1.151 1.198 -1.031 0.0 -0.8 -0.5
H -1.034 -1.631 -0.275 0.4 -0.1 0.2
H 0.454 0.099 2.902 -0.7 0.1 -0.1
H -0.929 -1.632 3.286 -0.6 -0.3 0.2
H -0.538 -2.522 1.943 -0.1 -0.1 0.1
H 2.307 -1.227 2.374 0.4 0.3 0.1
H 1.796 -1.495 0.716 -0.1 -0.2 0.4
H 1.859 1.348 1.318 -0.1 1.2 0.7
H 3.433 0.421 1.123 -0.7 0.7 -0.4
H 2.288 2.539 -0.512 -0.1 -0.6 -0.2
H 2.044 1.783 -2.068 0.0 0.4 -0.3
H -2.515 1.576 0.047 0.8 1.1 1.2
```
Forces are in eV/Å.

natural (NBO) population analysis, charges in e, atoms 1 to 8: -0.619 -0.176 -0.618 0.680 -0.659 -0.090 -0.825 -0.430

(3)
Below is a cluster of 9 separate species, C29H64N2O9 in total in a non-equilibrium geometry, with properties calculated with ωB97M-V with the def2-TZVPD basis set.

For the HOMO-LUMO gap, the calculation gives 9.4 eV. As for the relative energy (zero: lowest compared OMol25 entry of this formula, charge and spin): 0.603 eV. For the HOMO energy, the calculation gives -8.89 eV. Its spin multiplicity is 1. As for the SMILES: COC[C@H](C)N.COC[C@H](C)N.CC(C)=O.CC(C)=O.CC(C)=O.CC(C)=O.CC(C)=O.CC(C)=O.CC(C)=O. As for the net charge: 0.

```
104
Properties=species:S:1:pos:R:3:forces:R:3
C 3.612 -0.876 4.381 -0.1 -0.1 0.0
O 2.581 0.065 4.093 1.2 0.3 0.0
C 1.321 -0.517 4.167 -0.3 -0.8 0.3
C 0.228 0.507 3.893 0.0 -1.2 0.2
C 0.415 1.750 4.749 0.3 -0.7 0.6
N -1.045 -0.274 3.956 1.5 0.3 0.6
H 4.532 -0.370 4.693 -0.3 0.3 0.0
H 3.891 -1.463 3.475 -0.5 0.0 0.7
H 3.271 -1.504 5.236 0.4 0.0 -0.7
H 1.235 -1.325 3.408 -0.1 0.2 0.5
H 1.209 -0.952 5.193 -0.2 0.0 -0.5
H 0.394 0.752 2.855 -0.3 0.4 -0.5
H -0.352 2.466 4.572 -0.7 0.7 -0.3
H 1.387 2.181 4.498 -0.1 0.0 0.2
H 0.396 1.528 5.838 0.1 -0.1 -0.6
H -1.371 -0.345 4.916 -0.2 0.1 -0.2
H -1.735 0.125 3.361 -0.7 0.4 -0.2
C 2.714 -3.395 1.194 1.7 -0.6 -1.2
O 1.873 -4.163 1.990 -0.4 0.7 -1.0
C 0.566 -3.770 1.676 -2.4 -1.3 1.6
C -0.341 -4.491 2.778 1.1 0.4 -1.7
C -1.796 -4.494 2.289 1.0 -0.1 0.1
N -0.202 -3.980 4.114 -1.4 1.3 0.3
H 2.486 -3.364 0.108 -0.4 -0.4 0.4
H 3.698 -3.854 1.254 0.3 0.2 0.1
H 2.779 -2.357 1.467 -0.1 0.7 0.6
H 0.431 -2.673 1.758 0.2 -0.3 -0.1
H 0.167 -4.119 0.680 0.9 0.3 0.5
H 0.096 -5.478 2.867 -0.2 -0.6 -0.5
H -2.028 -3.461 1.964 -0.5 -0.6 0.4
H -2.354 -4.882 3.131 -0.7 0.4 0.0
H -1.955 -5.187 1.446 0.2 0.4 0.2
H 0.749 -3.904 4.418 0.6 -0.1 -0.1
H -0.610 -3.037 4.167 0.2 -0.4 0.1
C 2.730 0.145 -4.448 -0.9 0.0 -0.1
C 1.783 0.528 -5.533 0.2 -0.3 -1.3
C 0.302 0.201 -5.389 0.4 0.5 1.2
O 2.206 1.006 -6.577 -0.5 0.0 0.8
H 2.561 -0.864 -4.118 -0.4 -0.6 0.2
H 2.446 0.787 -3.621 0.7 0.2 0.4
H 3.723 0.191 -4.834 0.8 0.6 0.2
H -0.231 1.079 -5.799 -0.1 -0.8 0.1
H -0.005 -0.052 -4.329 0.3 0.4 -1.2
H 0.198 -0.694 -5.998 -0.5 0.0 -0.2
C -3.716 0.827 -1.779 -0.6 -0.4 0.1
C -3.724 2.301 -1.607 0.6 1.3 0.5
C -5.074 3.001 -1.454 -0.4 -0.6 0.0
O -2.685 2.964 -1.564 -1.2 -0.8 -0.2
H -2.841 0.480 -2.284 0.9 -0.1 -0.1
H -4.559 0.432 -2.368 0.0 0.3 0.6
H -3.718 0.429 -0.747 -0.3 -0.1 -0.5
H -4.914 4.053 -1.564 0.1 0.7 0.2
H -5.723 2.792 -0.568 1.1 -0.1 -0.4
H -5.694 2.686 -2.287 -0.2 -0.1 -0.4
C -2.853 -3.391 -2.882 0.8 -0.4 -0.5
C -4.201 -3.160 -2.305 -1.0 -0.4 -1.0
C -5.327 -4.057 -2.860 1.5 0.3 -0.6
O -4.365 -2.300 -1.486 -0.4 0.4 0.8
H -2.243 -4.002 -2.211 -0.2 -0.4 -0.1
H -2.318 -2.463 -2.893 0.2 0.7 -0.1
H -2.868 -3.797 -3.906 0.0 -0.1 0.5
H -4.944 -5.055 -2.649 -0.5 -0.4 0.3
H -5.288 -4.034 -3.978 -0.3 0.3 0.8
H -6.307 -3.850 -2.449 0.0 0.0 0.0
C 1.075 0.220 -0.589 -0.2 0.4 -0.1
C -0.265 -0.353 -0.963 0.2 0.4 2.6
C -1.275 -0.604 0.156 -0.7 -0.7 -0.5
O -0.515 -0.597 -2.096 -0.6 -0.6 -2.1
H 0.938 1.194 -0.109 0.0 -0.1 0.2
H 1.589 0.428 -1.522 0.4 -0.2 0.1
H 1.627 -0.445 0.087 -0.1 0.1 -0.2
H -1.603 0.301 0.671 0.3 0.2 0.0
H -0.912 -1.321 0.902 0.3 0.3 -0.1
H -2.177 -1.068 -0.286 0.4 0.2 0.1
C -1.620 3.935 1.247 0.4 0.6 -0.9
C -3.045 3.602 1.495 -1.3 -0.9 0.7
C -3.949 4.664 2.050 0.2 1.8 -1.1
O -3.497 2.479 1.337 0.6 0.3 -0.1
H -1.109 4.517 2.012 -0.3 0.0 0.1
H -1.505 4.459 0.291 -0.4 0.4 0.2
H -1.103 3.040 1.017 0.6 -1.1 0.3
H -3.759 4.792 3.113 0.1 0.1 0.1
H -5.015 4.514 1.894 0.1 -0.6 0.0
H -3.721 5.624 1.505 0.0 -0.6 0.8
C 4.905 0.334 -0.559 0.1 -1.0 -0.6
C 6.122 -0.441 -0.106 0.8 -1.0 0.8
C 6.453 -0.525 1.400 -2.3 -1.2 -0.4
O 6.816 -1.095 -0.858 -0.5 0.5 -0.1
H 4.972 1.382 -0.306 -0.1 0.2 0.0
H 3.999 -0.115 -0.139 0.1 0.2 0.4
H 4.796 0.161 -1.635 0.2 0.4 0.1
H 6.126 0.363 1.913 0.2 0.3 0.4
H 7.468 -0.810 1.555 0.8 0.1 0.0
H 5.828 -1.400 1.819 0.7 1.3 -0.6
C 0.357 4.242 -2.288 0.2 -0.8 0.1
C 1.699 3.742 -2.830 -0.5 0.9 0.0
C 2.217 4.321 -4.148 0.2 -0.8 0.4
O 2.334 2.902 -2.245 0.2 -0.4 0.2
H -0.461 3.887 -2.934 0.2 0.4 0.0
H 0.371 5.327 -2.218 -0.2 0.1 -0.1
H 0.153 3.793 -1.303 0.3 0.2 -0.3
H 2.257 5.404 -4.228 -0.4 0.1 0.2
H 1.607 3.885 -4.938 -0.1 0.2 -0.2
H 3.228 3.942 -4.264 0.1 -0.1 -0.1
```
Forces are in eV/Å.

Löwdin population analysis, charges in e, atoms 1 to 8: -0.089 -0.194 -0.258 -0.411 -0.049 0.063 0.086 0.074

(4)
Below is a structure of composition C12H28F6NO9S2 in a non-equilibrium geometry, with properties calculated with ωB97M-V with the def2-TZVPD basis set.

For the HOMO-LUMO gap, the calculation gives 7.1 eV. For the HOMO energy, the calculation gives -4.45 eV. Its spin multiplicity is 1. As for the net charge: -1.

```
58
Properties=species:S:1:pos:R:3:forces:R:3
O -31.126 24.828 0.725 1.5 -0.1 -4.0
H -31.424 24.841 1.806 -1.4 -0.3 2.7
H -30.362 24.247 0.603 0.1 0.5 -0.1
H -30.929 25.756 0.452 0.1 -0.3 0.0
O -30.656 27.484 3.124 -0.7 -0.4 0.9
H -31.271 26.700 3.296 0.6 0.0 -0.3
H -30.908 27.787 2.200 0.3 -0.3 0.0
H -29.674 27.140 3.189 1.4 -0.9 -0.1
C -26.246 26.907 4.539 0.0 -0.5 0.0
C -27.634 26.211 4.470 0.2 0.9 -0.7
C -28.575 26.838 5.484 0.5 0.1 1.1
O -28.192 26.295 3.218 -1.1 0.6 -0.4
H -26.358 27.929 4.174 0.2 0.0 -0.1
H -25.527 26.335 3.946 -0.2 0.3 -0.5
H -25.777 26.908 5.532 -0.4 0.1 0.2
H -27.431 25.157 4.737 -0.2 -0.1 0.3
H -28.030 26.943 6.435 -0.5 -0.6 0.3
H -29.484 26.237 5.531 0.0 0.0 0.4
H -28.867 27.881 5.310 0.1 -0.1 -0.8
C -32.817 22.715 2.810 -0.3 -0.9 0.2
C -32.817 24.156 3.340 -1.2 -1.0 -0.3
C -32.843 24.153 4.867 1.4 1.2 0.4
O -31.772 24.912 2.843 0.0 1.0 2.1
H -33.480 22.080 3.413 -0.3 0.3 0.0
H -31.885 22.145 2.890 0.4 0.6 -0.2
H -33.212 22.647 1.791 0.3 0.1 0.0
H -33.805 24.526 3.004 0.2 0.3 0.0
H -33.368 23.355 5.390 0.0 -0.2 -0.4
H -33.183 25.106 5.284 -0.4 0.0 -0.3
H -31.782 24.180 5.151 -0.1 -0.5 0.2
C -33.908 26.753 -0.234 2.6 1.1 0.9
F -33.270 26.758 -1.393 -0.5 0.1 -0.8
F -35.178 27.014 -0.358 -0.7 -0.3 -0.2
F -33.652 25.586 0.331 -0.9 -0.6 0.1
S -33.076 28.037 0.892 0.8 -1.4 0.0
O -33.480 29.338 0.500 -0.1 0.5 -0.7
O -33.425 27.586 2.197 0.1 -0.3 0.6
N -31.410 27.678 0.647 -2.5 0.8 -0.1
S -30.770 28.890 -0.200 0.5 0.9 -1.2
O -31.236 28.997 -1.556 0.2 -0.6 0.0
O -30.752 30.110 0.549 0.7 -0.1 0.3
C -28.995 28.217 -0.334 -1.2 -0.8 1.3
F -28.328 28.477 0.781 0.2 0.5 -0.4
F -29.079 26.859 -0.380 0.3 0.5 -0.8
F -28.393 28.704 -1.403 0.1 -0.2 0.2
C -32.089 27.168 7.015 0.6 -0.1 0.5
C -33.167 27.880 6.189 0.5 1.2 0.4
C -33.354 29.151 7.026 0.2 -0.1 0.0
O -33.285 28.674 8.362 -0.6 0.4 0.4
C -32.240 27.700 8.458 -1.0 0.5 -0.6
H -31.105 27.493 6.674 -0.1 -0.2 -0.3
H -32.095 26.081 7.011 -0.1 0.0 -0.2
H -34.178 27.477 6.164 0.3 -0.8 -0.3
H -32.768 28.125 5.206 -0.4 -0.2 -0.2
H -34.326 29.610 6.840 -0.1 0.0 0.3
H -32.604 29.937 6.865 0.2 -0.2 -0.1
H -32.603 26.940 9.150 0.3 0.0 0.1
H -31.368 28.237 8.843 0.3 -0.5 0.0
```
Forces are in eV/Å.

natural (NBO) population analysis, charges in e, atoms 1 to 8: -0.859 0.477 0.510 0.544 -0.886 0.560 0.526 0.558